# 1
Formula: C23H33AsF6N2OS4Tc
Source: OMol25
Level of theory: ωB97M-V/def2-TZVPD

```
71
Properties=species:S:1:pos:R:3
Tc 0.211 0.960 -0.424
C 0.209 -1.496 -0.497
C 0.566 -1.155 0.820
C -0.514 -0.284 1.329
C -1.478 -0.202 0.274
C -1.084 -1.049 -0.806
C -1.965 -1.670 -1.866
C -1.270 -1.810 -3.220
C -2.210 -3.090 -1.293
C -3.326 -0.997 -2.018
C -0.976 0.090 2.751
C -1.883 -1.079 3.186
C -1.834 1.359 2.747
C 0.105 0.291 3.808
C 1.730 -1.921 1.489
C 2.837 -1.129 2.192
C 1.066 -2.892 2.488
C 2.450 -2.796 0.448
H 0.811 -2.101 -1.152
H -2.461 0.222 0.389
H -0.306 -2.314 -3.138
H -1.114 -0.846 -3.696
H -1.895 -2.409 -3.882
H -1.283 -3.658 -1.211
H -2.880 -3.627 -1.965
H -2.681 -3.048 -0.309
H -3.262 -0.003 -2.451
H -3.857 -0.939 -1.065
H -3.938 -1.602 -2.687
H -2.723 -1.203 2.500
H -2.293 -0.863 4.174
H -1.348 -2.024 3.245
H -2.745 1.259 2.157
H -1.280 2.222 2.387
H -2.144 1.565 3.772
H 0.677 -0.609 4.003
H -0.384 0.565 4.743
H 0.792 1.094 3.550
H 2.484 -0.401 2.911
H 3.480 -0.626 1.471
H 3.454 -1.850 2.730
H 0.737 -2.405 3.402
H 1.803 -3.646 2.764
H 0.214 -3.412 2.043
H 2.883 -2.208 -0.359
H 1.798 -3.564 0.028
H 3.265 -3.314 0.953
O 2.737 6.724 2.287
C 2.278 5.711 1.882
S 0.696 5.624 1.024
C 0.717 3.925 0.792
C 1.821 3.217 1.259
S 1.950 1.550 1.121
S 3.078 4.118 2.037
S -0.587 3.156 0.010
N -0.346 1.379 -3.443
C -1.148 1.949 -4.341
C -2.286 2.374 -3.677
C -2.071 2.023 -2.350
N -0.892 1.409 -2.211
H 0.599 1.016 -3.577
H -0.855 2.018 -5.375
H -3.141 2.874 -4.094
H -2.709 2.179 -1.496
F 1.679 1.861 -1.727
As 3.209 1.036 -2.397
F 2.105 0.448 -3.625
F 3.455 2.456 -3.305
F 4.529 0.180 -3.038
F 4.060 1.680 -1.058
F 2.685 -0.294 -1.410
```

Computed properties:
- HOMO level (spin up / spin down) (hartree) = -0.3988 / -0.4465
- net charge = +1
- spin multiplicity = 3



# 2
Formula: C23H33GdN3P2S
Source: OMol25
Level of theory: ωB97M-V/def2-TZVPD

```
63
Properties=species:S:1:pos:R:3
C 3.766 -1.358 -3.405
C 2.969 -0.303 -2.908
C 1.585 -0.313 -3.249
C 0.954 -1.611 -3.408
C 1.788 -2.640 -3.922
C 3.188 -2.484 -4.018
C -0.450 -1.718 -3.427
C -1.164 -0.531 -3.317
C -0.463 0.742 -3.185
C -1.256 1.849 -2.711
C -2.592 1.884 -3.078
C -3.203 0.799 -3.728
C -2.517 -0.425 -3.734
H 4.838 -1.327 -3.277
H 1.275 -3.521 -4.321
H 3.807 -3.260 -4.507
H -0.948 -2.723 -3.340
H -3.175 2.787 -2.921
H -4.247 0.853 -4.101
H -2.976 -1.363 -4.094
N 0.861 0.820 -3.425
Gd -0.216 -1.609 0.722
C 3.388 0.508 -1.721
H 3.072 1.547 -1.797
H 4.447 0.382 -1.521
C -0.711 2.650 -1.580
H 0.272 3.077 -1.751
H -1.351 3.474 -1.297
P 2.551 -0.105 -0.114
P -0.527 1.625 -0.007
C -2.178 1.861 0.787
H -2.189 1.555 1.849
H -2.484 2.913 0.709
H -2.895 1.242 0.239
C 0.392 2.890 1.005
H -0.230 3.776 1.170
H 0.698 2.474 1.973
H 1.285 3.199 0.452
C 3.546 -1.611 0.314
H 4.625 -1.366 0.320
H 3.256 -2.028 1.299
H 3.350 -2.381 -0.446
C 3.369 1.079 1.090
H 3.015 0.901 2.108
H 4.454 0.966 1.047
H 3.087 2.093 0.809
H -0.311 -1.642 -0.783
H -1.559 -0.741 -0.376
S 0.510 -0.357 2.754
C -0.884 -0.664 3.776
N -1.569 -1.838 3.718
C -2.621 -2.185 4.699
C -3.374 -0.935 5.097
C -2.476 0.221 5.449
N -1.476 0.373 4.385
H -1.072 -2.630 3.295
H -2.065 -2.601 5.547
H -3.308 -2.949 4.302
H -4.016 -1.128 5.955
H -4.030 -0.644 4.274
H -1.902 0.035 6.361
H -2.991 1.186 5.510
H -0.922 1.233 4.454
```

Computed properties:
- HOMO level (spin up / spin down) (hartree) = -0.2822 / -0.3520
- net charge = +1
- spin multiplicity = 8



# 3
Formula: C23H33N2
Source: OMol25
Level of theory: ωB97M-V/def2-TZVPD

```
58
Properties=species:S:1:pos:R:3
C -0.705 -1.102 0.548
C 0.618 -1.065 0.896
N 1.236 -2.030 1.602
C 0.597 -3.286 1.928
C 1.664 -4.114 2.674
C 2.917 -3.224 2.789
C 2.640 -1.959 1.959
C -1.277 -0.328 -0.619
C -2.688 -0.836 -1.054
C -3.199 -0.348 -2.265
C -4.439 -0.793 -2.743
C -5.168 -1.746 -2.017
C -4.695 -2.174 -0.775
C -3.485 -1.676 -0.269
C -1.331 1.152 -0.454
C -2.461 1.609 0.535
C -1.825 2.500 1.611
C -0.327 2.641 1.280
C -0.090 1.877 0.031
N 1.058 1.966 -0.629
C 1.118 1.673 -2.076
C 2.517 1.299 -2.556
C 3.569 2.305 -2.105
C 3.512 2.539 -0.598
C 2.110 2.861 -0.098
H -1.319 -1.890 0.982
H 1.243 -0.214 0.597
H 0.261 -3.815 1.018
H -0.297 -3.129 2.555
H 1.886 -5.025 2.105
H 1.288 -4.402 3.660
H 3.091 -2.945 3.833
H 3.808 -3.737 2.418
H 2.864 -1.037 2.519
H 3.275 -1.942 1.056
H -0.607 -0.547 -1.477
H -2.628 0.400 -2.825
H -4.813 -0.408 -3.693
H -6.109 -2.131 -2.410
H -5.256 -2.901 -0.189
H -3.198 -1.946 0.750
H -1.563 1.601 -1.437
H -3.210 2.172 -0.039
H -2.987 0.765 0.998
H -2.329 3.474 1.638
H -1.945 2.048 2.601
H 0.257 2.219 2.117
H -0.034 3.704 1.229
H 0.779 2.570 -2.629
H 0.421 0.863 -2.329
H 2.492 1.257 -3.651
H 2.772 0.288 -2.211
H 4.565 1.953 -2.388
H 3.393 3.260 -2.619
H 3.895 1.662 -0.062
H 4.159 3.381 -0.330
H 1.856 3.897 -0.382
H 2.123 2.816 0.999
```

Computed properties:
- HOMO level (hartree) = -0.3734
- net charge = +1



# 4
Formula: C23H33N3O11PdSi4
Source: OMol25
Level of theory: ωB97M-V/def2-TZVPD

```
75
Properties=species:S:1:pos:R:3
Pd 0.542 0.371 0.615
O -4.266 3.928 2.300
C -3.213 3.155 1.900
C -2.313 3.587 0.945
C -1.271 2.761 0.564
N -1.110 1.541 1.105
C -1.957 1.139 2.074
C -3.030 1.912 2.477
C -1.722 -0.186 2.855
O -2.681 -0.545 3.557
O -0.603 -0.718 2.719
C -0.298 3.334 -0.505
O -0.726 4.351 -1.080
O 0.786 2.745 -0.655
H -4.231 4.747 1.800
H -2.378 4.546 0.446
H -3.676 1.515 3.245
C -2.719 -0.666 -3.806
Si -1.842 0.495 -2.582
C -0.871 1.749 -3.591
C -3.294 1.334 -1.719
Si -0.428 -0.735 -1.161
Si 1.328 -1.551 -2.505
C 2.175 -3.056 -1.751
C 2.566 -0.202 -2.942
C 0.687 -2.178 -4.178
Si -1.610 -2.601 -0.381
C -1.903 -3.817 -1.811
C -0.649 -3.548 0.921
C -3.321 -2.139 0.262
H -3.321 -0.050 -4.483
H -3.398 -1.342 -3.282
H -2.039 -1.264 -4.407
H -1.548 2.416 -4.133
H -0.241 1.234 -4.322
H -0.229 2.353 -2.948
H -3.859 1.925 -2.448
H -3.000 1.999 -0.907
H -3.964 0.573 -1.310
H 2.474 -2.873 -0.721
H 3.071 -3.311 -2.325
H 1.499 -3.916 -1.786
H 2.777 0.432 -2.083
H 2.159 0.426 -3.740
H 3.504 -0.640 -3.294
H -0.107 -2.921 -4.077
H 1.522 -2.643 -4.713
H 0.313 -1.358 -4.793
H -0.957 -4.205 -2.194
H -2.447 -3.369 -2.644
H -2.488 -4.665 -1.438
H 0.285 -3.931 0.502
H -1.240 -4.397 1.282
H -0.425 -2.894 1.764
H -3.989 -1.926 -0.578
H -3.299 -1.269 0.913
H -3.753 -2.962 0.838
O 4.354 -1.352 0.555
C 3.360 -0.686 0.837
O 2.261 -0.682 0.204
C 3.468 0.214 2.070
C 4.425 -0.109 3.022
C 4.525 0.654 4.171
C 3.706 1.741 4.413
C 2.777 2.052 3.443
C 2.652 1.318 2.274
N 1.893 3.201 3.675
O 2.074 3.848 4.691
O 1.035 3.431 2.863
N 5.536 0.309 5.177
O 6.262 -0.644 4.956
O 5.603 1.002 6.180
H 5.076 -0.952 2.846
H 3.787 2.322 5.317
H 1.936 1.642 1.516
```

Computed properties:
- HOMO level (spin up / spin down) (hartree) = -0.0790 / -0.0786
- net charge = -2



Energy relative to the best compared isomer or geometry (same formula, charge and spin) values, unit eV, following the record order: 0.150 9.152 0.000 0.000.
Maximum force values, unit hartree/bohr, following the record order: 0.01981 0.12954 0.04184 0.00891.